1.
# C11H14

An isolated molecule of C11H14 at a distorted geometry (wB97M-V/def2-TZVPD, OMol25).

Total energy = -427.26136 Eh
2S+1 = 3
Net charge = 0
Expectation value of S² = 2.01

The geometry in XYZ format:
```
25
Properties=species:S:1:pos:R:3:nbo_charge:R:1
C 2.197 1.959 -0.067 -0.223
C 1.853 1.396 -1.197 -0.228
C -1.861 -0.001 -1.261 -0.384
C 1.932 -0.667 0.517 -0.399
C -1.775 -1.173 -0.262 -0.400
C -1.296 1.219 -0.506 -0.442
C 0.754 -1.662 0.405 -0.387
C -0.666 0.029 1.749 -0.427
C 1.450 0.691 0.047 -0.109
C -0.530 -0.865 0.550 -0.082
C -0.287 0.609 0.425 0.093
H 2.667 2.768 0.442 0.208
H 1.855 1.395 -2.261 0.208
H -1.213 -0.220 -2.113 0.200
H -2.874 0.160 -1.629 0.208
H 2.260 -0.593 1.558 0.208
H 2.778 -1.000 -0.087 0.229
H -2.660 -1.189 0.376 0.203
H -1.703 -2.136 -0.767 0.218
H -0.826 1.931 -1.185 0.234
H -2.081 1.742 0.044 0.205
H 0.761 -2.135 -0.580 0.208
H 0.837 -2.453 1.157 0.213
H -1.656 0.253 2.124 0.220
H 0.083 -0.058 2.521 0.225
```

2.
# C11H14BCaN7

A structure of composition C11H14BCaN7 at a distorted geometry (wB97M-V/def2-TZVPD, OMol25).

Total energy = -1512.51959 Eh
Net charge = +2

The geometry in XYZ format:
```
34
Properties=species:S:1:pos:R:3:mulliken_charge:R:1
C 3.260 0.301 -0.214 -0.077
N 1.975 0.369 -0.594 -0.829
N 1.930 0.124 -1.952 0.576
C 3.197 -0.070 -2.404 0.068
C 4.079 0.031 -1.329 -0.799
B 0.595 0.175 -2.805 -0.297
N -0.465 -0.970 -2.528 0.496
N -1.184 -1.073 -1.355 -0.694
C -2.024 -2.112 -1.485 -0.010
C -1.879 -2.690 -2.763 -0.868
C -0.888 -1.935 -3.387 0.057
Ca 0.000 0.000 0.000 2.332
N -0.096 1.525 -2.496 0.453
N -0.494 1.724 -1.216 -0.600
C -1.064 2.938 -1.153 -0.242
C -1.034 3.543 -2.428 -0.874
C -0.408 2.608 -3.254 -0.080
H -1.461 3.309 -0.208 0.503
H -0.164 2.632 -4.315 0.462
H -1.414 4.524 -2.708 0.418
H 0.909 0.104 -3.973 -0.030
H -0.455 -2.008 -4.384 0.490
H 3.378 -0.258 -3.462 0.484
H -2.429 -3.534 -3.178 0.442
H 5.164 -0.066 -1.351 0.447
H -2.685 -2.381 -0.661 0.536
H 3.524 0.454 0.833 0.559
H -1.762 -0.680 1.772 0.009
C -1.973 -1.453 2.529 -1.020
H -2.827 -2.066 2.199 0.287
H -1.086 -2.095 2.655 0.352
H -2.217 -0.970 3.489 0.369
N 0.000 0.000 3.261 -0.518
C 0.000 0.000 2.000 -0.400
```

3.
# C11H14BF3MnN6O3S

A structure of composition C11H14BF3MnN6O3S at a distorted geometry (wB97M-V/def2-TZVPD, OMol25).

Energy relative to the best compared isomer or geometry (same formula, charge and spin) = 0.0 kJ/mol
2S+1 = 6
Net charge = 0
Expectation value of S² = 8.76

The geometry in XYZ format:
```
40
Properties=species:S:1:pos:R:3:nbo_charge:R:1
H 1.069 3.522 0.084 0.241
N 0.840 1.984 -1.344 -0.467
B 0.430 0.561 -3.383 0.548
N 0.830 1.929 -2.723 -0.314
C 1.018 3.177 -3.207 0.021
Mn 0.389 0.375 -0.252 1.583
H 0.984 3.354 -4.272 0.230
C 1.179 4.055 -2.127 -0.345
H 1.343 5.118 -2.157 0.239
C 1.050 3.268 -0.969 -0.003
H 0.418 0.663 -4.575 -0.026
C -2.076 -2.659 2.021 -0.856
H -1.726 -3.199 2.900 0.223
H -1.203 -2.211 1.499 0.208
H -2.570 -3.389 1.366 0.210
N -0.978 0.162 -2.843 -0.323
N 1.392 -0.583 -2.944 -0.328
N -1.269 0.004 -1.496 -0.451
N 1.525 -0.834 -1.585 -0.446
C -2.066 -0.137 -3.575 0.018
C 2.056 -1.528 -3.647 0.014
H -1.986 -0.082 -4.648 0.229
H 2.012 -1.542 -4.728 0.228
C -3.116 -0.451 -2.705 -0.351
C 2.697 -2.375 -2.746 -0.352
C -2.575 -0.335 -1.399 -0.004
C 2.342 -1.904 -1.463 -0.003
H -4.112 -0.728 -2.989 0.236
H 3.309 -3.238 -2.968 0.237
H -3.053 -0.487 -0.444 0.229
H 2.612 -2.289 -0.487 0.231
H -2.818 -1.904 2.352 0.215
F 1.196 0.442 5.317 -0.309
C 1.020 -0.177 4.130 0.701
F 1.781 -1.297 4.067 -0.314
F -0.294 -0.520 4.054 -0.329
S 1.388 0.906 2.676 2.320
O 0.450 2.007 2.754 -0.938
O 2.803 1.128 2.828 -0.922
O 1.047 -0.075 1.583 -1.080
```

4.
# C11H14BF3N6O3PbS

A structure of composition C11H14BF3N6O3PbS at a distorted geometry (wB97M-V/def2-TZVPD, OMol25).

Total energy = -1897.41198 Eh
Net charge = 0

The geometry in XYZ format:
```
40
Properties=species:S:1:pos:R:3:nbo_charge:R:1
H -0.031 3.167 0.820 0.248
N 0.299 1.837 -0.820 -0.438
B 0.745 0.789 -3.148 0.557
N 0.622 2.002 -2.151 -0.314
C 0.779 3.312 -2.399 0.022
Pb -0.316 -0.256 0.014 1.479
H 1.046 3.597 -3.402 0.231
C 0.535 4.013 -1.224 -0.344
H 0.568 5.070 -1.093 0.237
C 0.230 3.062 -0.242 0.003
H 1.201 1.207 -4.166 -0.036
C -2.160 -2.871 1.561 -0.840
H -2.465 -3.188 2.552 0.232
H -1.143 -3.262 1.384 0.206
H -2.823 -3.275 0.803 0.208
N -0.671 0.201 -3.482 -0.340
N 1.679 -0.342 -2.603 -0.314
N -1.482 -0.319 -2.499 -0.362
N 1.572 -0.790 -1.309 -0.426
C -1.309 0.157 -4.670 -0.005
C 2.689 -0.994 -3.205 0.018
H -0.789 0.529 -5.544 0.223
H 2.921 -0.743 -4.227 0.231
C -2.568 -0.384 -4.470 -0.355
C 3.231 -1.890 -2.292 -0.342
C -2.638 -0.674 -3.091 -0.030
C 2.502 -1.744 -1.105 -0.012
H -3.315 -0.536 -5.230 0.232
H 4.044 -2.558 -2.462 0.236
H -3.478 -1.113 -2.552 0.219
H 2.600 -2.244 -0.139 0.233
H -2.181 -1.785 1.525 0.200
F 0.358 0.946 5.535 -0.319
C 0.150 1.572 4.339 0.720
F -0.744 2.574 4.591 -0.324
F 1.329 2.196 4.031 -0.323
S -0.484 0.351 3.000 2.275
O -0.848 -0.847 3.742 -0.907
O -1.472 1.126 2.257 -0.954
O 0.765 0.124 2.186 -1.026
```

5.
# C11H14BN7V

A structure of composition C11H14BN7V at a distorted geometry (wB97M-V/def2-TZVPD, OMol25).

Energy relative to the best compared isomer or geometry (same formula, charge and spin) = 0.0 kJ/mol
2S+1 = 4
Net charge = 0
Expectation value of S² = 3.76

The geometry in XYZ format:
```
34
Properties=species:S:1:pos:R:3:nbo_charge:R:1
H 1.145 3.622 -0.196 0.230
N 0.788 2.035 -1.552 -0.414
B 0.402 0.615 -3.666 0.540
N 0.749 1.956 -2.961 -0.314
C 0.994 3.169 -3.462 0.036
V 0.476 0.430 -0.622 1.349
H 1.011 3.303 -4.534 0.230
C 1.197 4.070 -2.413 -0.346
H 1.407 5.119 -2.498 0.238
C 1.066 3.334 -1.233 -0.010
H 0.455 0.713 -4.860 -0.020
C -1.485 -2.430 2.981 -0.704
H -0.948 -3.063 3.694 0.205
H -1.550 -2.973 2.031 0.176
H -2.502 -2.280 3.358 0.205
N -1.019 0.204 -3.186 -0.324
N 1.365 -0.481 -3.132 -0.316
N -1.248 0.044 -1.834 -0.380
N 1.497 -0.694 -1.746 -0.407
C -2.141 -0.085 -3.866 0.010
C 2.095 -1.395 -3.777 0.033
H -2.142 -0.017 -4.943 0.224
H 2.109 -1.389 -4.857 0.229
C -3.128 -0.439 -2.947 -0.350
C 2.730 -2.219 -2.844 -0.346
C -2.527 -0.349 -1.680 0.000
C 2.340 -1.758 -1.584 -0.003
H -4.137 -0.724 -3.166 0.234
H 3.384 -3.044 -3.056 0.238
H -2.935 -0.544 -0.700 0.240
H 2.585 -2.096 -0.589 0.235
H -0.936 -1.054 3.939 0.043
N -0.325 -0.493 1.817 -0.869
C -0.774 -1.089 2.773 0.108
```

6.
# C11H14BaN2OP

A structure of composition C11H14BaN2OP at a distorted geometry (wB97M-V/def2-TZVPD, OMol25).

Total energy = -979.04787 Eh
Net charge = -1

The geometry in XYZ format:
```
30
Properties=species:S:1:pos:R:3:nbo_charge:R:1
C -2.996 1.108 1.511 -0.440
C -3.914 2.163 1.099 -0.382
C -3.308 3.454 1.011 -0.395
C -2.009 3.349 1.526 -0.439
C -1.846 1.846 1.895 -0.418
Ba -1.722 1.844 -0.910 0.947
P -2.153 -1.186 -0.539 -0.079
H -3.426 0.093 1.653 0.237
H -5.013 1.922 0.911 0.211
H -3.854 4.342 0.717 0.222
H -0.817 1.527 2.396 0.234
H -1.397 4.318 1.555 0.233
H -1.850 -1.587 -1.861 0.026
H -3.552 -1.426 -0.553 0.001
H -1.803 -2.413 0.121 0.032
N 3.952 -3.536 -1.394 -0.881
C 2.631 -3.051 -1.202 0.621
O 1.675 -3.795 -1.382 -0.698
C 2.345 -1.640 -0.794 -0.301
C 3.416 -0.728 -0.617 -0.277
C 3.116 0.586 -0.224 -0.229
C 1.782 0.999 -0.114 -0.177
N 0.830 0.128 -0.464 -0.632
C 1.033 -1.172 -0.611 0.093
H 4.080 -4.515 -1.662 0.387
H 4.782 -3.061 -1.079 0.378
H 4.473 -1.024 -0.747 0.184
H 3.907 1.336 0.007 0.193
H 1.445 1.980 0.300 0.165
H 0.192 -1.860 -0.550 0.183
```

7.
# C11H14ClLuN2O6Pb

A structure of composition C11H14ClLuN2O6Pb at a distorted geometry (wB97M-V/def2-TZVPD, OMol25).

Energy relative to the best compared isomer or geometry (same formula, charge and spin) = 293.5 kJ/mol
Net charge = -2

The geometry in XYZ format:
```
36
Properties=species:S:1:pos:R:3:mulliken_charge:R:1
Lu -1.030 1.200 -1.495 1.224
Cl -0.179 2.780 -3.132 -0.668
C -2.486 -0.418 -1.953 -1.375
H -2.895 -0.962 -1.085 0.363
H -2.506 -1.082 -2.818 0.274
H -3.248 0.371 -2.160 0.315
Pb 1.111 -1.782 -4.770 0.616
C 2.353 0.129 -5.088 -1.078
C -0.912 -0.739 -5.322 -1.172
C 1.408 -2.719 -2.882 -1.207
H -1.741 -1.187 -4.767 0.226
H -0.866 0.330 -5.079 0.221
H -1.131 -0.822 -6.397 0.338
H 3.325 -0.051 -4.604 0.310
H 2.483 0.296 -6.170 0.273
H 1.832 0.986 -4.633 0.159
H 0.470 -2.677 -2.287 0.223
H 1.959 -1.956 -2.232 0.179
O 0.435 0.096 -0.091 -0.705
C -0.258 0.567 0.887 1.011
O -1.319 1.336 0.591 -0.737
C 0.000 0.435 2.318 0.447
C -0.563 1.438 3.105 -0.582
C -0.381 1.466 4.505 -0.296
C 0.304 0.428 5.135 -0.307
C 0.805 -0.607 4.343 0.271
C 0.704 -0.614 2.927 -1.033
N 1.437 -1.739 5.005 0.982
O 1.480 -1.776 6.246 -0.634
O 1.912 -2.648 4.278 -0.625
N -0.849 2.580 5.264 0.912
O -1.400 3.532 4.675 -0.761
O -0.677 2.546 6.499 -0.771
H -1.167 2.220 2.641 0.526
H 0.479 0.459 6.210 0.521
H 1.112 -1.415 2.334 0.558
```

8.
# C11H14ClN2O

The ion C11H14ClN2O with charge +1 at a distorted geometry (wB97M-V/def2-TZVPD, OMol25).

Energy relative to the best compared isomer or geometry (same formula, charge and spin) = 171.7 kJ/mol
Net charge = +1

The geometry in XYZ format:
```
29
Properties=species:S:1:pos:R:3:nbo_charge:R:1
C 2.570 -1.397 -0.754 -0.210
C 3.086 -0.558 -1.703 -0.165
C 1.365 1.081 -1.227 -0.124
C 0.838 0.297 -0.185 -0.235
C 1.461 -0.922 -0.003 0.194
C 2.417 0.638 -1.986 -0.068
C -0.167 -1.481 1.631 0.283
C -0.313 0.889 0.557 0.754
C -2.214 2.094 -0.226 -0.614
C -2.172 -0.419 -0.586 -0.615
C -1.749 0.722 0.330 -0.367
N 0.894 -1.753 0.947 -0.588
N -0.617 -2.262 2.572 -0.771
O 0.192 1.785 1.352 -0.587
Cl 2.946 1.722 -3.234 0.047
H 2.728 -2.411 -0.649 0.232
H 3.851 -0.943 -2.336 0.248
H 0.877 2.031 -1.610 0.238
H -1.474 2.877 0.196 0.197
H -3.189 2.586 -0.066 0.264
H -2.018 2.013 -1.289 0.226
H -1.671 -0.383 -1.608 0.233
H -3.225 -0.184 -0.757 0.241
H -1.925 -1.426 -0.113 0.240
H -2.027 0.617 1.374 0.254
H 1.484 -2.507 1.455 0.378
H -1.435 -1.881 3.055 0.422
H -0.065 -3.038 2.977 0.388
H -0.449 2.216 1.888 0.505
```